1.
A cluster of 2 separate species, C3H10NO in total. Source: the Open Molecules 2025 dataset; level of theory: the ωB97M-V functional and the def2-TZVPD basis.

Atoms and positions in Å:
C -0.94 -1.29 -0.10
C -0.93 0.04 -0.18
O -0.93 0.82 0.96
C -0.66 0.78 -1.46
H -0.73 -1.87 -0.98
H -1.18 -1.79 0.83
H -1.41 1.63 0.76
H -0.56 0.07 -2.29
H -1.49 1.43 -1.74
H 0.28 1.33 -1.39
N 1.76 -0.24 1.12
H 1.23 0.65 0.96
H 2.68 -0.26 0.65
H 1.78 -0.35 2.15
H 1.12 -0.95 0.70

The calculation puts the HOMO energy (alpha / beta) at -3.55 / -9.68 eV. The molecular weight comes out at 76.1 g/mol. As for the total energy: -6807.137 eV. The LUMO energy (alpha / beta) is 0.819 / 0.526 eV. As for the spin multiplicity: 2. For the energy above the lowest of the compared OMol25 structures with the same formula, charge and spin, the calculation gives 37.1 kcal/mol. The calculation puts the frontier orbital gap (alpha / beta) at 0.161 / 0.375 Eh.


2.
A cluster of 2 separate species, C3H10NO in total. Source: the Open Molecules 2025 dataset; level of theory: the ωB97M-V functional and the def2-TZVPD basis.

Atoms and positions in Å:
C -0.95 -2.17 0.56
O -1.59 -1.09 0.00
H -0.46 -1.84 1.50
H -0.18 -2.54 -0.12
H -1.61 -3.01 0.81
C 1.21 0.24 -1.03
N 0.51 0.78 0.16
C 0.69 2.17 0.36
H 2.25 0.48 -0.83
H 0.84 0.69 -1.96
H 1.03 -0.82 -1.12
H -0.47 0.53 0.07
H 1.51 2.42 1.07
H 1.00 2.70 -0.56
H -0.16 2.66 0.85

The calculation puts the HOMO energy (alpha / beta) at -8.42 / -8.41 eV. The molecular weight comes out at 76.1 g/mol. As for the total energy: -6807.607 eV. The LUMO energy (alpha / beta) is 1.034 / -1.687 eV. As for the spin multiplicity: 2. For the energy above the lowest of the compared OMol25 structures with the same formula, charge and spin, the calculation gives 26.3 kcal/mol. The calculation puts the frontier orbital gap (alpha / beta) at 0.347 / 0.247 Eh.


3.
A cluster of 2 separate species, C3H10NO in total. Source: the Open Molecules 2025 dataset; level of theory: the ωB97M-V functional and the def2-TZVPD basis.

Atoms and positions in Å:
C -1.86 0.39 -0.72
C -0.65 0.86 0.12
C -0.51 2.09 0.57
N 0.52 0.00 -0.13
H -1.40 0.06 -1.65
H -2.46 -0.40 -0.33
H -2.41 1.23 -1.27
H -0.12 2.39 1.54
H -1.11 2.88 0.06
H 0.37 -0.80 -0.74
H 0.96 -0.64 0.52
H 1.31 0.58 -0.36
H 2.88 -2.61 1.44
H 2.23 -3.44 0.27
O 2.25 -2.58 0.67

The calculation puts the HOMO energy (alpha / beta) at -4.21 / -7.38 eV. The molecular weight comes out at 76.1 g/mol. As for the total energy: -6805.899 eV. The LUMO energy (alpha / beta) is 0.248 / 0.127 eV. As for the spin multiplicity: 2. For the energy above the lowest of the compared OMol25 structures with the same formula, charge and spin, the calculation gives 65.7 kcal/mol. The calculation puts the frontier orbital gap (alpha / beta) at 0.164 / 0.276 Eh.


4.
A cluster of 2 separate species, C3H10NO in total. Source: the Open Molecules 2025 dataset; level of theory: the ωB97M-V functional and the def2-TZVPD basis.

Atoms and positions in Å:
C -0.84 -0.44 -0.82
O 0.55 -0.45 -0.37
C -1.51 0.83 -0.46
C -2.30 0.96 0.78
N 3.38 -0.64 0.65
H -0.84 -0.69 -1.89
H -1.35 -1.27 -0.32
H 0.70 0.45 -0.05
H -1.46 1.73 -1.07
H -2.73 0.05 1.17
H -3.14 1.64 0.62
H -1.69 1.36 1.59
H 3.27 0.08 1.33
H 4.32 -0.95 0.53
H 2.63 -1.23 0.36

The calculation puts the HOMO energy (alpha / beta) at -8.23 / -9.01 eV. The molecular weight comes out at 76.1 g/mol. As for the total energy: -6808.517 eV. The LUMO energy (alpha / beta) is 1.046 / 0.011 eV. As for the spin multiplicity: 2. For the energy above the lowest of the compared OMol25 structures with the same formula, charge and spin, the calculation gives 5.3 kcal/mol. The calculation puts the frontier orbital gap (alpha / beta) at 0.341 / 0.331 Eh.


Q: Number 3 is which compound?
A: C3H10NO


What did the third record say?
A cluster of 2 separate species, C3H10NO in total. Source: the Open Molecules 2025 dataset; level of theory: the ωB97M-V functional and the def2-TZVPD basis.

Atoms and positions in Å:
C -1.86 0.39 -0.72
C -0.65 0.86 0.12
C -0.51 2.09 0.57
N 0.52 0.00 -0.13
H -1.40 0.06 -1.65
H -2.46 -0.40 -0.33
H -2.41 1.23 -1.27
H -0.12 2.39 1.54
H -1.11 2.88 0.06
H 0.37 -0.80 -0.74
H 0.96 -0.64 0.52
H 1.31 0.58 -0.36
H 2.88 -2.61 1.44
H 2.23 -3.44 0.27
O 2.25 -2.58 0.67

The calculation puts the HOMO energy (alpha / beta) at -4.21 / -7.38 eV. The molecular weight comes out at 76.1 g/mol. As for the total energy: -6805.899 eV. The LUMO energy (alpha / beta) is 0.248 / 0.127 eV. As for the spin multiplicity: 2. For the energy above the lowest of the compared OMol25 structures with the same formula, charge and spin, the calculation gives 65.7 kcal/mol. The calculation puts the frontier orbital gap (alpha / beta) at 0.164 / 0.276 Eh.


Q: Which value of molecular weight does entry 3 give?
A: 76.1 g/mol